Computed, not measured: a molecular structure, C5H12O3Pb at a distorted geometry, with ωB97M-V with the def2-TZVPD basis set.

- LUMO energy: -0.0073 hartree
- Kohn-Sham gap: 4.780 eV

Geometry (Å):
C  2.093  -3.116  2.070
O  1.096  -3.670  1.250
H  2.411  -2.122  1.708
H  1.748  -2.981  3.110
H  2.962  -3.786  2.067
H  0.140  -3.384  1.532
C  -0.521  -1.191  1.108
O  -0.353  -0.088  0.455
C  -0.345  -0.145  -0.990
C  -1.007  1.072  -1.577
O  -0.618  2.235  -0.875
C  -0.977  3.437  -1.540
H  -0.606  -0.889  2.174
H  -0.877  -1.047  -1.313
H  0.710  -0.217  -1.281
H  -2.104  0.961  -1.537
H  -0.704  1.153  -2.634
H  -0.661  4.272  -0.902
H  -0.466  3.500  -2.512
H  -2.066  3.485  -1.689
Pb  0.143  2.522  1.377

Computed, not measured: 3 unconnected molecules or ions with the total composition C4H12O3 at a distorted geometry, with ωB97M-V with the def2-TZVPD basis set.

- Energy above the lowest of the compared OMol25 structures with the same formula, charge and spin: 114.9 kJ/mol
- SMILES string: C/C=C/CO.O.O
- LUMO energy: 0.0220 hartree
- Kohn-Sham gap: 10.189 eV

Geometry (Å):
C  -1.632  1.452  0.804
C  -1.226  0.149  0.134
C  -0.664  0.115  -1.072
C  -0.207  -1.157  -1.721
O  -0.234  -2.208  -0.797
H  -0.980  2.248  0.443
H  -1.663  1.356  1.884
H  -2.632  1.761  0.491
H  -1.327  -0.728  0.760
H  -0.471  1.063  -1.559
H  -0.652  -1.419  -2.682
H  0.836  -0.922  -2.005
H  0.468  -2.813  -0.960
O  2.297  2.015  0.824
H  1.502  1.474  0.854
H  2.016  2.824  0.364
O  1.481  -2.057  1.658
H  2.287  -1.727  1.233
H  0.802  -1.424  1.346

Computed, not measured: 5 unconnected molecules or ions with the total composition CH14N2O4 at a distorted geometry, with ωB97M-V with the def2-TZVPD basis set.

- Energy above the lowest of the compared OMol25 structures with the same formula, charge and spin: 245.6 kJ/mol
- Net charge: +1
- 2S+1: 2
- Expectation value of S²: 0.7579
- LUMO energy (spin up / spin down): -0.1307 / -0.3308 hartree
- Kohn-Sham gap (spin up / spin down): 11.266 / 5.815 eV

Geometry (Å):
N  1.596  -0.259  0.899
C  1.813  -1.207  -0.468
N  0.464  -1.622  -1.012
H  0.997  0.510  0.648
H  1.495  -0.669  1.800
H  2.643  -0.612  -0.959
H  2.423  -2.059  0.034
H  0.308  -2.432  -1.614
H  -0.184  -0.860  -1.225
H  -4.057  -0.068  -0.885
H  -4.177  1.563  -0.989
O  -3.771  0.841  -0.591
H  -1.729  1.436  -0.609
H  -2.019  2.114  0.694
O  -1.295  1.875  0.092
H  -1.639  -0.835  0.382
H  -3.053  -0.720  0.976
O  -2.461  -1.390  0.497
H  4.217  1.865  0.155
H  3.831  0.907  1.240
O  4.597  1.621  0.937

Computed, not measured: a molecular structure, C6H10N2 at a distorted geometry, with ωB97M-V with the def2-TZVPD basis set.

- Energy above the lowest of the compared OMol25 structures with the same formula, charge and spin: 232.6 kJ/mol
- LUMO energy: 0.0385 hartree
- Kohn-Sham gap: 9.941 eV

Geometry (Å):
C  1.014  -0.443  0.038
C  -0.071  -0.973  -1.017
C  -0.192  0.454  -1.495
C  -0.049  0.723  0.018
C  -1.254  -0.094  0.559
C  -1.275  -1.212  -0.142
H  1.597  -0.384  1.869
H  0.448  -1.444  1.729
H  1.965  -0.118  -0.503
H  0.236  -1.792  -1.665
H  -1.158  0.753  -1.939
H  0.712  0.711  -2.075
H  1.004  2.458  0.503
H  -0.622  2.488  0.760
H  -1.923  0.206  1.401
H  -1.956  -2.122  -0.112
N  1.318  -1.115  1.277
N  0.208  1.906  0.794